{"formula": "C5H8O2", "method": "ωB97M-V/def2-TZVPD", "de_lowest_kcal_mol": 81.3, "homo_ev": -8.194, "max_force_ha_per_bohr": 0.00489, "total_charge": 0, "smiles": "C1=CO[C@@H]2C[C@@H]2O1.[H][H]", "gap_ev": 9.2, "e_tot_ha": -345.6753, "symbols": ["O", "O", "C", "C", "C", "C", "C", "H", "H", "H", "H", "H", "H", "H", "H"], "positions_angstrom": [[0.39558, -1.45018, 0.22853], [-0.63214, 0.94603, -1.05628], [0.66040, 0.50605, -1.12874], [-1.50252, 0.08244, -0.37866], [1.12862, -0.59897, -0.55337], [-0.96235, -1.12725, 0.31462], [-1.43169, 0.05262, 1.12337], [-1.56506, -2.02974, 0.32207], [-0.66093, 0.68814, 1.55322], [-2.34263, -0.03581, 1.70826], [1.29572, 1.18336, -1.68431], [2.75877, 1.02558, 0.59277], [3.15249, 1.64683, 0.49146], [2.16343, -0.90413, -0.64310], [-2.45768, 0.01502, -0.88984]], "forces_ev_per_a": [[0.01, 0.03, 0.03], [0.01, 0.01, 0.02], [0.18, -0.18, -0.02], [-0.18, -0.09, -0.03], [0.02, 0.17, -0.16], [-0.20, -0.10, -0.04], [-0.04, 0.05, 0.16], [0.05, 0.15, -0.03], [-0.07, -0.14, -0.08], [0.14, 0.00, -0.10], [-0.06, -0.18, 0.03], [0.07, 0.13, 0.03], [0.10, 0.02, 0.08], [-0.16, 0.09, 0.00], [0.13, 0.02, 0.12]]}

---

{"formula": "C5H8N2", "method": "ωB97M-V/def2-TZVPD", "de_lowest_kcal_mol": 140.0, "homo_ev": [-8.687, -7.392], "max_force_ha_per_bohr": 0.07008, "total_charge": 0, "gap_ev": [8.4, 7.7], "e_tot_ha": -304.6124, "symbols": ["N", "N", "C", "C", "C", "C", "C", "H", "H", "H", "H", "H", "H", "H", "H"], "positions_angstrom": [[1.41901, 0.93391, 2.49106], [1.29130, -0.77425, -0.49433], [0.72312, -1.00925, -1.82879], [1.50591, 0.23071, -1.42657], [0.75474, -0.81730, 0.74370], [1.07582, 0.16442, 1.71544], [-1.31850, 2.13212, 1.13217], [1.30933, -1.55405, -2.50270], [-0.31783, -1.06122, -1.96225], [1.08220, 1.34956, -1.35509], [-1.36273, 1.17528, 1.61413], [-1.66186, 3.05719, 1.60368], [2.56178, 0.22950, -1.80035], [-0.02443, -1.58719, 0.91648], [-1.23274, 1.98696, -0.00164]], "forces_ev_per_a": [[0.35, 1.05, 1.07], [0.13, -1.29, -0.35], [1.24, 1.66, 1.39], [0.37, 3.39, -1.16], [-1.42, -0.12, 0.69], [-0.23, -1.76, -1.63], [-0.27, -0.31, -2.12], [0.57, -1.48, -0.49], [-1.21, 0.39, 0.06], [0.55, -2.84, 0.14], [-0.04, 0.06, 0.62], [0.26, -0.49, -0.34], [-1.02, 0.25, 0.19], [0.82, 0.66, 0.14], [-0.11, 0.83, 1.79]]}